DFT (ωB97M-V/def2-TZVPD) results for a molecular structure, C15H25F5MoN3O3P.

Positions of all 53 atoms, in Å:
Mo  9.263  9.792  5.609
O  9.128  13.586  3.927
C  9.012  12.557  4.562
O  9.349  11.365  4.103
C  8.359  12.557  5.969
C  7.766  13.668  6.538
C  6.856  13.542  7.586
C  6.737  12.286  8.253
C  7.378  11.201  7.678
N  8.189  11.333  6.603
H  8.084  14.585  6.052
H  6.205  14.337  7.879
H  6.044  12.190  9.079
H  7.137  10.192  8.009
C  12.292  12.467  4.582
P  12.126  11.973  6.282
C  13.770  11.523  6.941
C  11.370  13.361  7.099
O  11.227  10.718  6.388
H  13.344  12.392  4.232
H  11.998  13.524  4.448
H  11.555  11.900  4.056
H  14.615  12.203  6.627
H  14.084  10.553  6.604
H  13.740  11.466  8.015
H  12.048  14.224  7.173
H  10.961  13.107  8.043
H  10.564  13.735  6.467
F  7.144  8.349  6.009
C  7.734  8.827  4.744
F  6.717  9.446  4.136
C  7.888  7.520  3.929
F  6.747  7.030  3.550
F  8.535  6.625  4.767
F  8.737  7.706  2.840
C  11.791  7.635  5.539
C  11.616  7.097  7.029
C  11.029  5.710  7.104
C  12.956  7.014  7.701
N  10.876  8.016  7.864
N  9.537  8.259  7.341
H  12.605  7.061  5.029
H  12.040  8.688  5.618
H  10.899  7.501  4.935
H  11.655  4.961  6.663
H  10.002  5.668  6.704
H  10.910  5.449  8.188
H  13.701  6.385  7.163
H  12.916  6.570  8.675
H  13.457  8.002  7.942
H  11.382  8.925  7.802
H  8.930  8.410  8.152
H  9.172  7.362  6.919

Calculated values
Spin multiplicity: 3
<S²>: 2.025
Net charge: +2
HOMO-LUMO gap (alpha / beta) (eV): 5.789 / 6.798

Partial atomic charges computed with the Mulliken method, in multiples of e:
1 Mo 0.418
2 O -0.536
3 C 0.913
4 O -0.582
5 C 0.011
6 C -0.457
7 C -0.434
8 C -0.770
9 C -0.258
10 N 0.590
11 H 0.527
12 H 0.501
13 H 0.439
14 H 0.338
15 C -1.331
16 P 0.958
17 C -1.193
18 C -1.100
19 O -0.391
20 H 0.432
21 H 0.427
22 H 0.393
23 H 0.412
24 H 0.360
25 H 0.406
26 H 0.422
27 H 0.363
28 H 0.223
29 F -0.266
30 C 0.990
31 F -0.212
32 C 0.620
33 F -0.193
34 F -0.196
35 F -0.222
36 C -1.263
37 C 1.467
38 C -1.519
39 C -1.625
40 N -0.508
41 N -0.182
42 H 0.547
43 H 0.226
44 H 0.178
45 H 0.435
46 H 0.291
47 H 0.409
48 H 0.410
49 H 0.447
50 H 0.250
51 H 0.267
52 H 0.265
53 H 0.300

***

DFT (ωB97M-V/def2-TZVPD) results for 2 unconnected molecules or ions with the total composition C7H17N2.

Positions of all 26 atoms, in Å:
C  0.308  -0.206  -0.561
C  0.987  -0.762  1.933
C  -0.283  -1.543  -0.797
C  1.545  0.398  2.566
C  -2.464  1.041  -1.970
C  -0.421  1.007  -0.251
C  -1.131  1.601  -1.540
N  1.093  -1.962  2.429
N  1.519  -0.016  -1.112
H  -0.478  -1.697  -1.854
H  -1.310  -1.541  -0.260
H  0.257  -2.385  -0.399
H  2.486  0.146  3.087
H  0.934  0.630  3.448
H  1.487  1.175  1.813
H  -2.360  -0.033  -1.967
H  -2.823  1.336  -2.974
H  -3.121  1.229  -1.153
H  -1.231  0.665  0.354
H  0.297  1.688  0.167
H  -1.123  2.739  -1.412
H  -0.496  1.374  -2.347
H  1.212  -2.189  3.371
H  0.960  -2.724  1.836
H  1.993  -0.749  -1.599
H  2.163  0.777  -0.807

Calculated values
Net charge: +1
HOMO-LUMO gap (eV): 8.447

Partial atomic charges computed with the Mulliken method, in multiples of e:
1 C 0.892
2 C 0.377
3 C -1.711
4 C -1.131
5 C -1.157
6 C -0.568
7 C -0.566
8 N -0.253
9 N -0.286
10 H 0.463
11 H 0.339
12 H 0.419
13 H 0.417
14 H 0.367
15 H 0.116
16 H 0.268
17 H 0.350
18 H 0.338
19 H 0.318
20 H 0.396
21 H 0.331
22 H 0.369
23 H 0.225
24 H 0.165
25 H 0.229
26 H 0.292

***

DFT (ωB97M-V/def2-TZVPD) results for a molecular structure, C40H60N4O5.

Positions of all 109 atoms, in Å:
C  12.121  20.710  17.262
C  10.650  20.974  17.564
C  10.382  20.342  18.851
O  11.119  19.132  18.691
C  12.282  19.304  17.822
H  12.816  21.355  17.800
H  12.381  20.629  16.207
H  10.087  20.571  16.722
H  10.374  22.020  17.696
H  9.331  20.051  18.865
H  10.732  20.900  19.719
H  12.335  18.533  17.053
H  13.202  19.285  18.405
C  17.722  14.083  17.465
C  18.554  12.896  17.926
C  18.608  13.064  19.378
O  17.340  13.586  19.680
C  16.798  14.437  18.674
H  17.086  13.952  16.590
H  18.438  14.819  17.098
H  19.543  12.990  17.477
H  18.203  11.873  17.792
H  19.329  13.722  19.863
H  18.766  12.090  19.841
H  16.943  15.446  19.058
H  15.773  14.226  18.366
C  12.343  18.794  15.485
C  13.197  18.720  14.251
C  12.220  18.621  13.070
O  10.958  18.658  13.678
C  11.014  18.177  15.033
H  12.019  19.792  15.779
H  12.643  18.275  16.395
H  13.784  17.817  14.084
H  13.857  19.583  14.167
H  12.361  17.751  12.429
H  12.208  19.561  12.519
H  11.145  17.101  14.916
H  10.045  18.357  15.497
C  14.683  20.400  20.513
C  15.336  20.199  21.871
C  14.532  19.052  22.468
O  13.250  19.237  21.814
C  13.205  20.211  20.805
H  15.082  19.670  19.809
H  14.921  21.432  20.256
H  15.128  21.162  22.336
H  16.416  20.067  21.937
H  14.411  19.150  23.547
H  14.892  18.051  22.229
H  12.724  21.122  21.160
H  12.644  19.822  19.955
C  16.076  16.900  22.877
C  15.124  16.189  21.987
C  14.254  15.246  22.804
O  14.761  15.424  24.067
C  15.489  16.669  24.203
H  16.254  17.931  22.572
H  17.035  16.383  22.852
H  15.675  15.694  21.187
H  14.412  16.872  21.524
H  14.398  14.209  22.500
H  13.225  15.602  22.865
H  16.227  16.628  25.004
H  14.918  17.567  24.435
N  16.640  16.229  16.448
C  16.969  17.099  17.475
C  18.290  17.239  17.922
C  19.302  16.683  17.246
C  19.003  15.703  16.295
C  17.669  15.545  15.895
H  16.081  17.560  17.882
H  18.286  17.943  18.740
H  20.346  16.842  17.472
H  19.838  15.276  15.758
H  17.395  14.879  15.089
N  17.146  16.716  20.240
C  17.555  18.049  20.177
C  18.739  18.523  20.713
C  19.582  17.627  21.360
C  19.247  16.288  21.397
C  18.030  15.814  20.823
H  16.841  18.680  19.669
H  18.886  19.593  20.717
H  20.388  18.026  21.959
H  19.945  15.612  21.869
H  17.728  14.789  20.981
N  15.100  17.974  19.825
C  15.610  16.682  19.688
C  15.185  15.942  18.568
C  14.335  16.507  17.583
C  13.856  17.796  17.830
C  14.186  18.445  18.986
H  16.275  16.258  20.426
H  15.567  14.958  18.340
H  14.132  15.818  16.776
H  13.144  18.346  17.233
H  14.058  19.506  19.138
N  14.110  19.242  16.433
C  15.038  18.253  16.153
C  16.301  18.487  15.666
C  16.637  19.806  15.381
C  15.726  20.848  15.532
C  14.464  20.463  16.019
H  14.626  17.257  16.222
H  16.888  17.586  15.565
H  17.534  20.189  14.918
H  16.046  21.873  15.413
H  13.654  21.177  16.031

Calculated values
HOMO-LUMO gap (eV): 5.031

Mulliken population analysis, charges in e, atoms 1 to 99:
1 C -0.479
2 C -0.816
3 C -0.491
4 O -0.599
5 C 0.391
6 H 0.509
7 H 0.094
8 H 0.231
9 H 0.432
10 H 0.468
11 H 0.180
12 H 0.515
13 H -0.262
14 C -0.059
15 C -0.685
16 C -0.499
17 O -0.727
18 C 1.116
19 H 0.534
20 H -0.321
21 H 0.325
22 H 0.273
23 H 0.089
24 H 0.420
25 H -0.963
26 H 0.521
27 C 1.904
28 C -0.174
29 C -0.439
30 O -0.519
31 C -0.443
32 H -1.284
33 H 0.046
34 H 0.006
35 H -0.034
36 H 0.265
37 H 0.323
38 H 0.373
39 H 0.270
40 C 0.019
41 C -1.197
42 C 0.914
43 O -0.677
44 C -0.362
45 H 0.057
46 H 0.716
47 H 0.397
48 H 0.382
49 H 0.508
50 H -1.359
51 H 0.402
52 H 0.246
53 C -0.096
54 C 0.820
55 C -0.568
56 O -0.493
57 C -0.462
58 H 0.219
59 H 0.473
60 H -0.051
61 H -0.455
62 H 0.333
63 H 0.294
64 H 0.414
65 H 0.170
66 N 0.058
67 C 0.472
68 C -0.777
69 C -0.822
70 C -1.051
71 C -0.888
72 H 1.100
73 H -0.074
74 H 0.450
75 H 0.576
76 H 0.968
77 N 1.052
78 C -0.248
79 C -0.543
80 C -1.202
81 C -1.609
82 C -0.866
83 H 0.108
84 H 0.510
85 H 0.440
86 H 0.478
87 H 1.359
88 N -0.418
89 C 0.397
90 C -1.225
91 C -0.995
92 C 0.192
93 C 0.627
94 H 0.740
95 H -0.279
96 H 1.109
97 H -0.989
98 H 0.233
99 N 0.432

***

DFT (ωB97M-V/def2-TZVPD) results for a single C4H7NO3 molecule.

Positions of all 15 atoms, in Å:
C  1.752  -0.572  -1.720
N  0.628  -0.203  -0.833
C  0.762  -0.140  0.517
O  1.842  -0.419  1.044
C  -0.397  0.274  1.379
C  -1.730  0.471  0.716
O  -1.766  1.072  -0.339
O  -2.808  0.058  1.383
H  1.667  -1.630  -1.964
H  1.732  -0.012  -2.659
H  2.701  -0.336  -1.259
H  -0.134  0.306  -1.220
H  -0.146  1.213  1.888
H  -0.494  -0.465  2.186
H  -3.608  0.384  0.882

Calculated values
SMILES: CNC(=O)CC(=O)O
HOMO-LUMO gap (eV): 10.140

Partial atomic charges computed with the Mulliken method, in multiples of e:
1 C -0.928
2 N -0.154
3 C 0.476
4 O -0.656
5 C -0.365
6 C 0.559
7 O -0.612
8 O -0.446
9 H 0.265
10 H 0.346
11 H 0.319
12 H 0.274
13 H 0.265
14 H 0.284
15 H 0.373

***

DFT (ωB97M-V/def2-TZVPD) results for a molecular structure, CHO3Sn.

Positions of all 6 atoms, in Å:
O  -1.445  -0.705  0.220
C  -0.344  0.007  0.180
O  -0.144  0.614  -0.926
O  0.690  -0.369  0.813
H  -1.223  -1.551  -0.274
Sn  1.661  0.916  -0.253

Calculated values
Net charge: +1
HOMO-LUMO gap (eV): 9.920

Partial atomic charges computed with the Mulliken method, in multiples of e:
1 O -0.417
2 C 0.778
3 O -0.429
4 O -0.427
5 H 0.408
6 Sn 1.086

***

DFT (ωB97M-V/def2-TZVPD) results for a single C3H8BrOPS molecule.

Positions of all 15 atoms, in Å:
C  -2.093  1.299  -0.417
C  -0.855  0.467  -0.728
P  0.166  -0.019  1.199
S  0.445  0.927  2.885
Br  -0.178  -2.145  1.347
O  1.597  -0.085  0.542
C  2.205  -1.118  -0.240
H  -2.716  0.673  0.232
H  -1.796  2.056  0.249
H  -2.794  1.713  -1.179
H  -0.098  0.940  -1.310
H  -1.013  -0.541  -1.175
H  3.245  -0.804  -0.544
H  1.679  -1.270  -1.220
H  2.204  -2.093  0.359

Calculated values
SMILES: CC[P@@](=S)(Br)OC
HOMO-LUMO gap (eV): 8.868

Partial atomic charges computed with the Mulliken method, in multiples of e:
1 C -1.068
2 C -0.576
3 P 0.618
4 S -0.345
5 Br -0.229
6 O -0.259
7 C -0.664
8 H 0.311
9 H 0.325
10 H 0.323
11 H 0.359
12 H 0.373
13 H 0.236
14 H 0.291
15 H 0.306

***

Electronic energy for the records above, in order: -51289.012, -10505.876, -58599.397, -11894.849, -13018.435, -95454.674 eV
Relative energy (zero: lowest compared OMol25 entry of this formula, charge and spin) for the records above, in order: 0.0000, 2.6735, 47.5960, 0.4288, 1.4808, 1.6411 eV